[1]
65
Properties=species:S:1:pos:R:3 method="wB97M-V/def2-TZVPD" molar_mass_da=496.54 de_lowest_kcal_mol=56.9 charge=0 gap_ev=9.264 e_lumo_ev=0.66 homo_energy_ev=-8.60
H 1.28881 1.82375 -0.64956
H 1.68297 0.82595 -3.39600
H -1.55314 3.24342 1.65559
H 0.44430 -3.38282 -1.28969
H 1.61571 -3.29119 0.56922
C -4.56867 -3.92149 0.43922
O 0.88378 -0.73632 -2.31456
H 1.11767 4.09803 0.89591
H 0.62442 2.52887 1.51205
C 0.35127 -1.54554 0.62078
H -1.12887 -2.28131 -4.35555
H -1.64946 4.20512 -1.20168
C -0.42649 -1.63730 -3.86819
C 0.58878 2.65819 -0.65045
H -3.27118 -1.78818 -2.49547
C 0.24017 -0.52047 -4.42907
C 3.27843 1.90532 2.50432
C -4.64819 -3.30564 -1.87295
C 1.71006 -2.20768 0.47776
H 2.21262 -1.81501 2.54260
O 0.14740 -0.71476 1.49514
C 2.89172 -0.18202 1.30030
H 3.59534 6.06000 1.93023
F -3.01681 -2.88058 1.85401
H 2.12078 -1.95446 -0.50129
C 0.00179 -1.72441 -2.57769
N -0.62049 -1.93151 -0.23801
H 3.60776 -2.17275 1.50021
C -1.04448 3.74611 0.83355
H 0.14149 -0.14858 -5.42772
C 4.32118 5.30329 1.63795
C -3.62113 -2.39719 -1.67815
N 3.22035 2.53587 3.65511
H 5.27830 5.56818 2.08496
C -0.82275 2.22797 -1.04370
H -1.11138 4.81843 1.01272
H -0.95692 2.08458 -2.11978
C 3.70670 2.78019 1.47085
O 3.59532 3.81839 3.41932
H -5.92044 -4.77878 -0.97502
C 0.42034 3.27530 0.74432
H -0.71322 0.78336 0.48957
O 3.05117 0.27681 0.19252
H 0.94199 3.40761 -1.35949
C -1.92673 -1.26396 -0.13212
H 3.83915 2.54151 0.43924
H -4.91404 -4.49972 1.28173
C -5.12181 -4.06946 -0.82061
C -1.69205 3.36875 -0.50373
C -0.35674 -2.66016 -1.46357
C -3.54890 -3.00692 0.61696
C -3.05188 -2.22307 -0.42117
H -2.00386 -0.95443 0.91804
H -1.25546 -3.21327 -1.74650
C -1.88825 0.02339 -0.99172
O -2.42664 0.15622 -2.07307
H -2.73165 3.06434 -0.39681
H 2.71245 0.15603 3.32686
H 4.42110 5.29137 0.55714
C 1.01600 -0.01158 -3.43651
N -1.14933 0.97150 -0.40472
N 2.97178 0.56445 2.44038
H -5.07904 -3.41675 -2.85620
C 2.64428 -1.66036 1.55431
C 3.88575 3.96888 2.11564

[2]
99
Properties=species:S:1:pos:R:3 method="wB97M-V/def2-TZVPD" molar_mass_da=580.75 charge=+2 gap_ev=1.901 e_lumo_ev=-11.59 homo_energy_ev=-13.50
H -0.33560 2.87280 0.90931
H -6.78093 -1.68374 -2.35887
C 3.52103 4.78084 -2.98243
H -1.69362 -6.44174 2.51169
H 2.71066 5.13306 -3.63527
H 4.31087 -0.46935 0.13194
N 3.81622 5.80269 -1.99929
O 1.06490 3.64425 2.96713
Al 0.64504 -4.01726 0.96892
C -0.83029 2.73954 1.87959
H 3.81026 3.05359 -1.76245
C 4.78965 4.58670 -3.82709
H -1.59590 3.96605 -1.50913
H -6.16183 -1.04165 -3.89255
H 2.28804 4.79516 4.03017
H 4.29602 -1.90005 2.79581
C -1.63448 3.99625 2.23169
C 0.21774 2.51746 2.95773
H -4.42306 -2.64277 -2.12578
H -2.84629 -7.20038 4.45931
H -5.73235 -0.29450 -2.35260
H 6.63717 0.09739 3.44390
H 2.43349 3.07024 4.39356
H -3.87865 -0.73283 -4.27608
C 4.54246 -1.01157 2.20322
C -1.72409 3.78090 -2.57609
C -2.66316 -2.74056 1.87821
H -3.30208 -0.80386 -2.76647
H 7.83880 -0.77869 2.57761
H -1.90633 -3.84837 4.22215
O 5.91224 -1.09958 1.82421
H 5.25789 5.52321 -4.11461
N 3.52057 -2.38646 0.38544
N -3.53782 -1.38796 -3.56809
H 5.45872 3.99702 -3.19365
H -1.27214 4.78441 -4.50119
H -3.25247 -4.57669 3.45192
H 0.20367 4.42007 -3.55981
H -0.86573 5.70725 -3.18164
H 2.37005 2.17161 -0.25207
H -2.76377 3.91501 -2.88470
C 3.00135 3.47774 -2.37369
N -0.72244 -0.66367 -0.84350
C -1.50508 -5.85848 3.41751
H -2.28809 -1.82635 2.33940
H -1.24883 -7.71808 4.59257
H -3.72894 -2.93051 2.01801
O -3.97457 -4.20131 -4.04772
C -4.65079 -2.16720 -3.08394
C 3.75304 -1.00508 0.90619
H 3.01603 5.76311 -1.36165
H 4.47219 -0.05992 2.73925
H 6.77976 -1.67717 3.58324
O -0.43988 0.53314 -0.67989
H -0.85812 2.06585 -2.19668
H -2.26856 1.55090 1.07594
H 0.99594 2.00066 -1.38616
H -1.09122 0.72853 1.67127
N -0.04751 -5.61751 3.35096
C 1.72021 3.88103 4.19497
H 0.17492 -4.81270 3.94217
H -4.79375 -6.07868 -3.86832
H -4.96834 -5.41376 -5.49000
H 2.52744 0.73051 1.47184
C 1.55605 2.69712 -0.75034
O -0.50906 -1.46417 0.08737
O 1.95729 3.83835 -1.47059
C 2.41252 -0.23746 0.99238
H 4.47918 -2.71899 0.23631
H -3.42182 -6.01335 -4.89177
O -1.85521 -3.88075 2.11482
H 2.73735 2.72696 -3.12242
H -5.98811 -3.78144 -3.71911
C -5.05142 -3.30803 -4.02000
H 0.84264 2.96999 0.03197
C -4.30904 -5.44104 -4.62121
H -5.28407 -2.78082 -4.95753
C -2.16364 -4.48726 3.36777
O -1.46947 2.41184 -2.85562
C -1.83490 -6.79958 4.57782
C 6.79505 -0.83087 2.88777
H -2.00592 3.90893 3.25287
H 4.63322 5.59326 -1.42926
H 3.31234 -2.15028 -0.58995
C -0.85732 4.65721 -3.50086
H -0.29325 2.31616 3.90573
H 1.08391 3.98180 5.07758
C -5.91003 -1.24888 -2.84592
H -2.49499 4.16504 1.58220
H -1.78610 -6.26585 5.52792
H -2.61333 -2.56789 0.79682
O -1.15159 -1.02020 -1.94284
H 0.45922 -6.32919 3.87318
H 0.84024 1.63242 2.75741
H 2.02475 -0.20908 -0.02932
N -1.67618 1.53562 1.90938
H -1.00318 4.87614 2.13434
H 4.61170 4.03435 -4.75049
H 1.63356 -0.80859 1.50820

Question: Which of these has the highest charge?
Answer: C22H61AlN6O9